(1)
C5H11N in the gas phase. Source: OMol25; level of theory: wB97M-V/def2-TZVPD.

Geometry as ORCA input:
```
! RIJCOSX wB97M-V def2-TZVPD def2/J DEFGRID3
* xyz 0 1
C 0.65 -1.76 -0.62
C -0.20 -0.48 1.24
C -0.18 0.49 0.10
C 0.38 1.86 0.33
C -1.26 0.50 -0.99
H 1.34 -1.68 -1.52
H 1.02 -2.60 -0.05
H -0.37 -2.01 -0.94
H -1.06 -1.13 1.22
H 0.11 -0.23 2.25
H -0.34 2.55 0.81
H 1.27 1.85 0.98
H 0.64 2.27 -0.65
H -1.79 -0.46 -1.20
H -0.84 0.77 -1.96
H -2.05 1.19 -0.71
N 0.82 -0.60 0.21
*
```

Its HOMO-LUMO gap is 10.075 eV. The HOMO energy comes out at -0.330 Eh. The SMILES is CN1CC1(C)C.

(2)
A molecular structure, C24H17Cl3N3O5Pd. Source: OMol25; level of theory: wB97M-V/def2-TZVPD.

Geometry as ORCA input:
```
! RIJCOSX wB97M-V def2-TZVPD def2/J DEFGRID3
* xyz -1 3
Pd 0.88 1.70 -2.74
Cl -1.33 6.27 3.19
C -0.82 5.56 1.68
C -0.78 4.20 1.54
C -0.38 3.69 0.32
Cl -0.33 1.92 0.19
C 0.07 4.42 -0.82
O 0.55 3.96 -1.88
C -0.02 5.85 -0.56
Cl 0.47 6.90 -1.86
C -0.44 6.39 0.62
H -1.05 3.55 2.36
H -0.47 7.47 0.73
C -0.59 -6.63 -1.62
O -1.07 -5.31 -1.66
C -1.24 -4.67 -0.47
C -1.66 -3.34 -0.56
C -1.84 -2.59 0.59
C -1.61 -3.16 1.84
C -1.26 -4.50 1.92
C -1.04 -5.25 0.77
N -1.77 -2.53 3.12
N -1.47 -1.35 3.33
C -0.87 -0.48 2.35
C -1.82 0.49 1.95
C -1.84 1.47 1.03
C 0.98 1.45 0.78
O -0.84 1.60 -1.19
C 1.27 0.06 1.07
N 2.45 -0.37 0.59
C 2.94 -1.53 0.99
C 2.35 -2.31 1.98
C 1.12 -1.91 2.45
C 0.49 -0.76 1.95
H -0.48 -6.95 -2.65
H -1.29 -7.30 -1.11
H 0.39 -6.69 -1.12
H -1.82 -2.90 -1.53
H -2.15 -1.56 0.49
H -1.13 -4.94 2.89
H -0.74 -6.29 0.86
H -2.78 0.34 2.44
H -2.70 2.07 0.78
H 3.88 -1.83 0.52
H 2.84 -3.20 2.35
H 0.64 -2.51 3.21
C 2.28 3.94 -4.42
O 2.71 2.67 -4.89
C 2.19 1.57 -4.23
O 2.60 0.49 -4.61
H 2.78 4.68 -5.05
H 2.55 4.10 -3.38
H 1.20 4.06 -4.51
*
```

Its HOMO-LUMO gap (alpha / beta) is 5.780 / 5.818 eV. The HOMO energy (alpha / beta) comes out at -0.141 / -0.183 Eh. Its expectation value of S² is 2.04.

(3)
A gas-phase ion, C7H9O3P (charge -2). Source: OMol25; level of theory: wB97M-V/def2-TZVPD.

Geometry as ORCA input:
```
! RIJCOSX wB97M-V def2-TZVPD def2/J DEFGRID3
* xyz -2 1
C 0.31 -1.07 1.97
C -0.38 -2.07 1.22
C 0.24 0.27 1.76
C -1.64 -2.01 0.90
C -0.18 1.15 0.61
C 0.36 1.04 -0.68
C 0.75 -0.30 -1.34
O 0.16 3.74 -1.46
O 1.54 2.19 -2.91
O -0.98 1.76 -2.69
P 0.29 2.37 -2.07
H 0.84 -1.44 2.84
H 0.14 -3.09 0.93
H 0.76 0.80 2.66
H -2.25 -2.69 0.35
H -2.25 -1.16 1.41
H -0.29 2.22 0.98
H -0.08 -0.92 -1.74
H 1.35 -0.79 -0.58
H 1.29 0.02 -2.16
*
```

Its HOMO-LUMO gap is 5.251 eV. The HOMO energy comes out at 0.018 Eh. The SMILES is C=C/C=C\C=C(/C)P(=O)([O-])[O-].

(4)
C7H8BrI in the gas phase. Source: OMol25; level of theory: wB97M-V/def2-TZVPD.

Geometry as ORCA input:
```
! RIJCOSX wB97M-V def2-TZVPD def2/J DEFGRID3
* xyz 0 1
C 0.03 0.44 2.09
C 1.40 -0.03 1.81
C -0.94 0.79 1.21
C 1.90 -0.10 0.54
C -0.82 0.72 -0.19
C -1.03 -0.31 -0.96
C -0.92 -0.31 -2.46
Br 3.50 -1.10 0.19
I -1.53 -2.16 -0.04
H -0.03 0.38 3.17
H 1.93 -0.50 2.60
H -1.77 1.32 1.67
H -0.71 1.71 -0.60
H 1.64 0.47 -0.23
H -0.33 -1.31 -2.80
H -0.34 0.46 -2.99
H -1.96 -0.47 -3.01
*
```

Its HOMO-LUMO gap is 8.510 eV. The HOMO energy comes out at -0.308 Eh. The SMILES is C/C(I)=C/C=C\C=C\Br.

(5)
2 unconnected molecules or ions with the total composition C2H7NS. Source: OMol25; level of theory: wB97M-V/def2-TZVPD.

Geometry as ORCA input:
```
! RIJCOSX wB97M-V def2-TZVPD def2/J DEFGRID3
* xyz 0 1
S 4.04 -0.91 -4.99
H 3.66 -0.27 -3.89
C -1.58 0.48 1.35
C -2.89 0.41 1.64
N -0.51 0.16 2.10
H -1.22 0.64 0.26
H -3.51 0.14 0.80
H -3.20 0.00 2.61
H -0.52 -0.39 2.95
H 0.41 0.45 1.83
H 5.32 -0.71 -4.65
*
```

Its HOMO-LUMO gap is 8.989 eV. The HOMO energy comes out at -0.301 Eh. The SMILES is C=CN.S.

(6)
C5H8N2 in the gas phase. Source: OMol25; level of theory: wB97M-V/def2-TZVPD.

Geometry as ORCA input:
```
! RIJCOSX wB97M-V def2-TZVPD def2/J DEFGRID3
* xyz 0 1
C 1.62 -1.21 0.10
N 1.41 1.03 0.36
C 0.61 1.94 -0.12
C -0.69 1.43 -0.35
C -0.62 0.10 0.02
C -1.81 -0.82 0.14
N 0.69 -0.12 0.43
H 2.39 -0.75 -0.53
H 1.13 -2.00 -0.47
H 2.12 -1.59 0.99
H 1.02 2.92 -0.34
H -1.55 1.95 -0.72
H -2.12 -1.25 -0.82
H -2.67 -0.24 0.50
H -1.67 -1.64 0.85
*
```

Its HOMO-LUMO gap is 9.949 eV. The HOMO energy comes out at -0.329 Eh. The SMILES is Cc1ccnn1C.

(7)
A molecular structure, C25H64CaO11. Source: OMol25; level of theory: wB97M-V/def2-TZVPD.

Geometry as ORCA input:
```
! RIJCOSX wB97M-V def2-TZVPD def2/J DEFGRID3
* xyz 0 1
Ca 2.62 -0.99 -1.39
C -0.87 -0.46 0.72
O -0.83 0.24 -0.31
O -0.97 -1.64 0.58
O 0.20 -0.26 1.37
C 0.21 -4.71 -6.98
C -0.51 -3.76 -6.04
C -1.99 -4.20 -5.99
O -0.01 -3.79 -4.69
H -0.23 -4.75 -7.97
H 0.25 -5.74 -6.60
H 1.21 -4.31 -7.10
H -0.38 -2.74 -6.39
H -2.52 -4.18 -6.94
H -2.48 -3.63 -5.20
H -2.12 -5.18 -5.53
H -0.68 -3.84 -4.01
C 6.16 4.36 0.00
C 6.89 3.06 -0.30
C 8.30 3.13 0.38
O 6.11 2.02 0.16
H 6.74 5.21 -0.37
H 5.83 4.55 1.02
H 5.20 4.44 -0.52
H 7.03 2.99 -1.38
H 8.29 3.56 1.38
H 8.99 3.83 -0.09
H 8.72 2.12 0.48
H 5.90 2.23 1.07
C 0.14 -8.54 4.68
C 0.05 -7.03 4.59
C 1.11 -6.24 5.30
O 0.31 -6.62 3.22
H -0.83 -8.96 4.41
H 0.35 -8.90 5.69
H 0.98 -8.84 4.05
H -0.97 -6.73 4.85
H 1.21 -6.40 6.37
H 0.83 -5.20 5.15
H 2.07 -6.37 4.79
H -0.05 -5.75 3.03
C 4.51 1.37 8.36
C 3.81 2.25 7.35
C 4.27 3.65 7.45
O 4.02 1.79 6.04
H 4.17 1.61 9.37
H 5.59 1.32 8.27
H 4.19 0.36 8.12
H 2.72 2.22 7.36
H 3.77 4.25 6.69
H 5.34 3.61 7.25
H 4.13 4.09 8.44
H 3.23 1.47 5.61
C -6.15 0.89 -4.12
C -5.46 2.27 -4.33
C -5.92 3.33 -3.31
O -4.13 2.09 -4.21
H -5.69 0.35 -3.29
H -6.00 0.33 -5.04
H -7.23 0.95 -3.97
H -5.69 2.70 -5.31
H -5.40 4.25 -3.57
H -5.88 2.98 -2.28
H -6.97 3.52 -3.54
H -3.92 1.73 -3.34
C 2.61 3.13 -7.49
C 2.69 3.56 -6.03
C 1.86 4.84 -5.75
O 2.17 2.54 -5.18
H 1.59 3.32 -7.84
H 2.86 2.08 -7.64
H 3.31 3.74 -8.06
H 3.71 3.89 -5.83
H 2.19 5.63 -6.42
H 1.89 5.19 -4.72
H 0.82 4.64 -6.03
H 1.22 2.67 -5.05
C -6.77 -5.36 -0.16
C -6.46 -5.80 1.28
C -5.64 -7.10 1.36
O -5.66 -4.82 1.98
H -5.85 -5.35 -0.73
H -7.17 -4.35 -0.26
H -7.36 -6.20 -0.52
H -7.40 -5.85 1.83
H -5.50 -7.39 2.40
H -4.69 -7.17 0.83
H -6.33 -7.85 0.98
H -4.77 -4.70 1.63
C -2.07 5.26 3.66
C -1.54 6.32 2.69
C -0.14 6.60 3.03
O -1.55 5.99 1.32
H -3.13 5.10 3.46
H -2.06 5.52 4.72
H -1.59 4.30 3.51
H -2.14 7.23 2.74
H -0.02 6.84 4.09
H 0.26 7.43 2.44
H 0.48 5.72 2.91
H -1.41 5.04 1.28
*
```

Its HOMO-LUMO gap is 3.410 eV. The HOMO energy comes out at -0.228 Eh.

ΔE to the lowest compared entry with this formula, charge and spin (computed, kJ/mol): 127.5 1248.1 112.9 223.6 109.4 109.1 1553.5
Maximum force (computed, eV/A): 1.83 0.34 4.29 6.00 2.50 0.46 7.90
Calculated total energy (computed, Ha): -251.813984 -2973.237570 -839.153432 -3143.126212 -533.288789 -304.793949 -2495.773648